C2H5N5O6S in the gas phase in a non-equilibrium geometry. Source: OMol25; level of theory: the ωB97M-V functional and the def2-TZVPD basis.

```
19
C2H5N5O6S | OMol25 | the ωB97M-V functional and the def2-TZVPD basis
S -2.7306 0.5149 -0.2216
O 2.5889 1.9569 0.6361
O -0.4891 -2.1202 1.4993
O -2.5927 1.8718 0.5723
O 3.6482 0.1555 -0.1347
O -2.3528 -1.9763 0.4012
O -0.0211 1.8393 0.1336
N 1.3885 0.0468 0.1605
N -1.2956 -1.6153 0.7944
N 1.5865 -1.3102 -0.1616
N -0.9614 -0.1652 0.2541
N -2.5706 0.9187 -1.6645
C 2.5809 0.8373 0.2442
C 0.1371 0.6440 0.2251
H -2.8535 0.2378 -2.3457
H 3.3871 -0.7472 -0.4057
H -1.8301 2.4107 0.2817
H 0.9681 -1.5934 -0.9215
H 1.4121 -1.9059 0.6526
```

**Relative energy (zero: lowest compared OMol25 entry of this formula, charge and spin)**: 295.77 kJ/mol
**HOMO energy**: -10.178 eV
**E**: -1202.43555 Ha
**Gap between HOMO and LUMO**: 0.3510 hartree
**Lowest unoccupied orbital energy**: -0.023 hartree